{
  "formula": "C41H96F12N11O27S12",
  "method": "ωB97M-V/def2-TZVPD",
  "e_homo_ev": -5.72,
  "total_charge": -1,
  "lumo_energy_ev": -1.52,
  "elements": ["C", "C", "N", "C", "C", "C", "C", "C", "O", "C", "H", "H", "H", "H", "H", "H", "H", "H", "H", "H", "H", "H", "H", "H", "H", "H", "H", "H", "H", "H", "C", "C", "N", "C", "C", "C", "C", "C", "O", "C", "H", "H", "H", "H", "H", "H", "H", "H", "H", "H", "H", "H", "H", "H", "H", "H", "H", "H", "H", "H", "C", "C", "O", "N", "H", "H", "C", "H", "H", "H", "H", "H", "H", "C", "C", "C", "C", "N", "C", "C", "C", "C", "C", "C", "C", "H", "H", "H", "H", "H", "H", "H", "H", "H", "H", "H", "H", "H", "H", "H", "H", "H", "H", "H", "H", "H", "H", "H", "H", "C", "C", "C", "C", "N", "C", "C", "C", "C", "C", "C", "C", "H", "H", "H", "H", "H", "H", "H", "H", "H", "H", "H", "H", "H", "H", "H", "H", "H", "H", "H", "H", "H", "H", "H", "H", "N", "S", "O", "O", "F", "S", "O", "O", "F", "N", "S", "O", "O", "F", "S", "O", "O", "F", "N", "S", "O", "O", "F", "S", "O", "O", "F", "N", "S", "O", "O", "F", "S", "O", "O", "F", "N", "S", "O", "O", "F", "S", "O", "O", "F", "N", "S", "O", "O", "F", "S", "O", "O", "F"],
  "xyz": [[1.97080, 1.58836, 8.26394], [1.54744, 0.75647, 6.92045], [2.12772, -0.66848, 6.87790], [1.54954, -1.49953, 8.10236], [1.45799, -1.18146, 5.53582], [1.68897, -2.62396, 5.17433], [3.66872, -0.74981, 6.94934], [4.39130, 0.17038, 5.96019], [3.95519, 0.12967, 4.57388], [4.16897, 1.37304, 3.96635], [1.65633, 2.63198, 8.25651], [3.03630, 1.80597, 8.19012], [1.68823, 1.11837, 9.20594], [2.03791, 1.20486, 6.05645], [0.46025, 0.80964, 6.86313], [0.46034, -1.54072, 8.10928], [1.94424, -1.16181, 9.06062], [1.79983, -2.56026, 8.11996], [1.61072, -0.56256, 4.65165], [0.38306, -1.08286, 5.68711], [2.76671, -2.68577, 5.02347], [1.20367, -2.90750, 4.24042], [1.31111, -3.40960, 5.82863], [3.94347, -1.80252, 7.01585], [3.97486, -0.32060, 7.90336], [5.42666, -0.16278, 5.88853], [4.34950, 1.14015, 6.45607], [3.58272, 2.15480, 4.44933], [3.72827, 1.31710, 2.97098], [5.20391, 1.71356, 3.99863], [-0.62996, -3.68103, -2.90639], [-0.51601, -3.55820, -4.36761], [-1.93361, -3.62344, -5.10306], [-2.72429, -2.36491, -4.75717], [-1.76857, -3.54943, -6.64830], [-0.76802, -2.49502, -7.11488], [-2.87449, -4.83772, -4.79571], [-2.38929, -6.18859, -5.39361], [-1.09414, -6.53248, -5.15634], [-0.71631, -7.42123, -4.13505], [-1.43701, -3.01641, -2.59812], [0.27605, -3.34986, -2.39887], [-0.75994, -4.72723, -2.62949], [0.02557, -4.34764, -4.88874], [0.02648, -2.64149, -4.59879], [-3.62690, -2.41172, -5.36645], [-2.12827, -1.46497, -4.90866], [-3.06974, -2.43219, -3.72554], [-2.71095, -3.38632, -7.17119], [-1.28876, -4.49505, -6.90067], [-1.13283, -1.49123, -6.89711], [-0.75652, -2.50778, -8.20474], [0.24768, -2.68542, -6.76817], [-3.76418, -4.56849, -5.36499], [-3.03781, -4.87597, -3.71870], [-2.68358, -6.57350, -6.37000], [-3.01964, -6.87264, -4.82543], [-0.76102, -8.41958, -4.57022], [-1.19371, -7.43296, -3.15522], [0.31285, -7.23693, -3.82690], [6.66672, -2.50870, 4.03484], [5.86887, -2.41985, 2.79056], [4.61907, -2.43231, 2.93938], [6.53018, -2.40010, 1.38577], [6.91451, -1.50544, 1.11752], [7.24086, -3.09400, 1.56888], [5.70148, -2.76182, 0.15725], [7.59022, -1.95030, 3.88171], [6.70992, -3.58794, 4.18133], [6.11971, -1.97988, 4.81538], [4.77149, -2.25054, -0.09137], [5.63145, -3.82799, 0.37282], [6.32432, -2.51564, -0.70273], [6.16909, 4.57021, -2.30449], [4.90598, 3.78479, -2.10834], [3.66502, 4.70641, -1.98844], [2.25750, 3.96084, -2.18103], [1.10596, 4.96621, -2.49649], [-0.27410, 4.26022, -2.51257], [-1.34664, 5.29462, -2.29347], [-0.62178, 6.40785, -1.62790], [0.87114, 6.03850, -1.43115], [1.36138, 5.62787, -3.87190], [1.62938, 4.60245, -4.96999], [2.07715, 5.18338, -6.32605], [7.09968, 4.14408, -1.92965], [6.08978, 5.64392, -2.13427], [6.40627, 4.57548, -3.36836], [5.06654, 3.30889, -1.14095], [4.81787, 2.94087, -2.79254], [3.86746, 5.26571, -2.90185], [3.68484, 5.29780, -1.07303], [1.97081, 3.62382, -1.18487], [2.08439, 3.05234, -2.75788], [-0.48760, 3.80907, -3.48158], [-0.33335, 3.44042, -1.79666], [-1.68707, 5.64670, -3.26724], [-2.17112, 5.08573, -1.61178], [-0.69207, 7.32681, -2.20987], [-1.13525, 6.75710, -0.73209], [1.58840, 6.83379, -1.63402], [1.02083, 5.66755, -0.41721], [2.29530, 6.18778, -3.82297], [0.49466, 6.25584, -4.07823], [0.79769, 3.89874, -4.93563], [2.48907, 3.99355, -4.69023], [2.07629, 4.45121, -7.13354], [3.09474, 5.56571, -6.24581], [1.46553, 5.98671, -6.73674], [3.07346, -0.39021, 0.83057], [2.54082, 0.31501, -0.31142], [1.06856, 0.64348, -0.21102], [0.28134, -0.73925, -0.21118], [-1.25781, -0.53372, 0.04051], [-1.59054, 0.10355, 1.45248], [-1.64231, -1.05473, 2.46546], [-1.78113, -2.36312, 1.70015], [-1.91967, -2.01434, 0.26210], [-1.88545, 0.08089, -1.30056], [-3.44493, 0.12179, -1.50536], [-3.89723, 1.04129, -2.60596], [2.68786, -1.40971, 0.83627], [2.55610, 0.04834, 1.68386], [4.15953, -0.31364, 0.88254], [2.64079, -0.17812, -1.27834], [3.00791, 1.29693, -0.38724], [0.66447, 1.31916, -0.96485], [0.89138, 1.24675, 0.67936], [0.70958, -1.55663, 0.36899], [0.35611, -1.23744, -1.17778], [-2.57117, 0.57531, 1.51503], [-0.88647, 0.84349, 1.83311], [-2.61117, -0.93597, 2.95054], [-0.75946, -1.11461, 3.10193], [-2.61394, -2.94061, 2.10144], [-0.88709, -2.95715, 1.88969], [-2.97825, -1.87947, 0.04002], [-1.49758, -2.70417, -0.46870], [-1.45877, -0.54767, -2.08219], [-1.24427, 0.94994, -1.44799], [-3.73111, 0.52165, -0.53257], [-3.79901, -0.89953, -1.64544], [-4.07999, 0.48984, -3.52824], [-3.26197, 1.89699, -2.83470], [-4.81499, 1.56823, -2.34492], [-4.35645, -4.12302, -1.72493], [-5.68914, -3.85553, -1.19774], [-5.87017, -2.83582, -0.21431], [-6.76242, -4.86383, -1.41479], [-6.02192, -3.01299, -2.56257], [-4.23107, -5.43998, -0.69853], [-4.59266, -6.79454, -1.16270], [-4.20792, -5.16488, 0.72073], [-2.59266, -5.36036, -0.87166], [-7.21660, 2.07628, 1.35201], [-7.74974, 1.66967, 2.85987], [-6.77785, 1.61123, 3.98044], [-8.94871, 0.79839, 2.96334], [-8.46040, 3.06447, 3.11318], [-6.45262, 0.74240, 1.22752], [-7.19465, -0.52505, 1.29613], [-5.01961, 0.69959, 1.61259], [-6.47459, 0.78301, -0.35894], [-3.73879, 2.20172, 6.16546], [-3.73617, 1.52889, 7.74296], [-2.37351, 1.29102, 8.17107], [-4.81123, 0.59597, 8.11771], [-3.99122, 2.84021, 8.63167], [-3.69635, 0.78537, 5.61836], [-4.98726, 0.06423, 5.51704], [-2.47963, 0.02650, 5.62899], [-3.47553, 1.27247, 4.12462], [2.29006, -6.43930, 0.73068], [1.39409, -5.01119, 0.74247], [0.18187, -4.95993, -0.06413], [2.12030, -3.70861, 0.88766], [0.76281, -5.23240, 2.27953], [2.48538, -6.52370, -0.73542], [3.33705, -5.44647, -1.25216], [1.42390, -7.00956, -1.64028], [3.45472, -7.79466, -0.66656], [-3.78599, 4.47042, -7.16125], [-2.61236, 5.62913, -6.91254], [-1.71945, 5.62571, -5.76444], [-2.99582, 6.94148, -7.45248], [-1.72159, 5.04952, -8.11636], [-4.03045, 4.31400, -5.69896], [-4.73261, 5.35808, -4.95359], [-3.19381, 3.35277, -4.91341], [-5.26262, 3.37135, -6.12219], [-0.86523, 3.32239, 3.26818], [0.37213, 2.84907, 3.93133], [1.28721, 3.91653, 4.41668], [0.96379, 1.55835, 3.45403], [-0.32396, 2.60014, 5.36755], [-0.14239, 4.25630, 2.02702], [1.09631, 3.75422, 1.41376], [-0.20791, 5.73427, 2.20923], [-1.28092, 3.92156, 0.99514]]
}



{
  "formula": "C23H42BaN5O",
  "method": "ωB97M-V/def2-TZVPD",
  "e_homo_ev": -9.32,
  "total_charge": 1,
  "lumo_energy_ev": -1.97,
  "elements": ["Ba", "C", "C", "C", "O", "H", "H", "H", "H", "H", "H", "H", "C", "C", "C", "C", "N", "H", "H", "H", "H", "H", "H", "H", "C", "C", "C", "C", "N", "H", "H", "H", "H", "H", "H", "H", "C", "C", "C", "C", "N", "H", "H", "H", "H", "H", "H", "H", "C", "C", "C", "C", "N", "H", "H", "H", "H", "H", "H", "H", "C", "C", "C", "C", "N", "H", "H", "H", "H", "H", "H", "H"],
  "xyz": [[-8.81342, 32.80614, -1.53865], [-10.85862, 36.55732, -1.80627], [-10.99932, 35.83805, -0.46643], [-12.47214, 35.68934, -0.09010], [-10.34961, 34.64433, -0.46490], [-11.34166, 37.54278, -1.80073], [-11.26410, 35.97271, -2.63680], [-9.79378, 36.74997, -2.00910], [-10.57482, 36.53591, 0.29255], [-12.58192, 35.39175, 0.95509], [-12.95789, 34.91718, -0.69649], [-13.02687, 36.62177, -0.24106], [-7.11244, 38.36038, -2.37350], [-6.34852, 38.24210, -1.06702], [-6.76240, 37.02197, -0.23664], [-6.75855, 35.78608, -1.00805], [-6.81123, 34.80345, -1.59513], [-6.75994, 39.21803, -2.94208], [-8.17527, 38.52564, -2.16811], [-7.03952, 37.44921, -2.96712], [-6.51272, 39.12485, -0.44660], [-5.26637, 38.22097, -1.22917], [-7.78271, 37.14158, 0.14080], [-6.10816, 36.85967, 0.62130], [-13.45659, 30.42695, -4.15887], [-12.61694, 30.19296, -5.41224], [-11.57887, 31.27714, -5.60048], [-10.51422, 31.18971, -4.60102], [-9.67094, 31.11151, -3.82709], [-14.11663, 29.58537, -3.96057], [-14.07933, 31.31939, -4.26006], [-12.81918, 30.58168, -3.28376], [-13.25360, 30.13897, -6.29615], [-12.14725, 29.20635, -5.34953], [-12.04845, 32.25882, -5.49823], [-11.08561, 31.24383, -6.57424], [-11.85576, 27.58747, -2.38173], [-11.12447, 27.20032, -1.11498], [-11.27851, 28.24186, 0.00375], [-10.71205, 29.54104, -0.34729], [-10.27141, 30.55139, -0.64504], [-11.88408, 26.74392, -3.07091], [-11.34021, 28.40222, -2.90106], [-12.87847, 27.91873, -2.19440], [-10.06707, 27.05694, -1.33924], [-11.52375, 26.26560, -0.71985], [-10.78507, 27.90750, 0.92103], [-12.32972, 28.37979, 0.26717], [-7.59242, 28.80299, 2.38244], [-7.49275, 29.74091, 3.55059], [-6.90053, 31.09916, 3.16378], [-7.60741, 31.74227, 2.05813], [-8.18946, 32.23122, 1.20372], [-7.96300, 27.81871, 2.67228], [-6.61994, 28.63482, 1.90951], [-8.26373, 29.18390, 1.60602], [-6.82429, 29.32683, 4.30998], [-8.45428, 29.85858, 4.05178], [-5.86896, 30.95252, 2.82611], [-6.86109, 31.78617, 4.00813], [-9.47799, 37.86951, -5.21374], [-9.00779, 36.92740, -6.31169], [-7.94145, 35.93679, -5.81798], [-8.49516, 34.98286, -4.86254], [-8.92937, 34.23968, -4.11160], [-10.28027, 38.51459, -5.57367], [-8.66193, 38.53057, -4.91171], [-9.85224, 37.33180, -4.34279], [-8.61398, 37.48852, -7.15671], [-9.84701, 36.33488, -6.68808], [-7.09958, 36.45007, -5.34677], [-7.52836, 35.37692, -6.66086]]
}



{
  "formula": "C2H39O22V2",
  "method": "ωB97M-V/def2-TZVPD",
  "e_homo_ev": -12.62,
  "total_charge": 1,
  "lumo_energy_ev": -4.33,
  "elements": ["O", "V", "O", "O", "V", "O", "C", "C", "O", "H", "H", "H", "H", "H", "O", "H", "H", "O", "H", "H", "O", "H", "H", "O", "H", "H", "O", "H", "H", "O", "H", "H", "O", "H", "H", "O", "H", "H", "O", "H", "H", "O", "H", "H", "O", "H", "H", "O", "H", "H", "O", "H", "H", "O", "H", "H", "O", "H", "H", "O", "H", "H", "O", "H", "H"],
  "xyz": [[-1.19805, 1.84746, 0.68326], [-0.00805, 1.18246, 1.54426], [1.27895, 1.69946, 0.73826], [-0.84405, -2.37454, -0.24674], [-0.79605, -0.97254, -1.05474], [-0.16105, -0.07554, 0.15026], [0.99095, -1.96754, -3.84474], [1.70595, -1.91554, -2.52874], [1.04695, -0.91954, -1.78274], [1.02695, -1.05654, -4.37674], [-0.01205, -2.23454, -3.70874], [1.56395, -2.61054, -4.47374], [2.69195, -1.61654, -2.56474], [1.52195, -2.80254, -1.96374], [-0.56305, -4.66254, 0.05426], [-1.18105, -4.82654, 0.80626], [-0.53105, -3.68854, -0.24574], [0.85295, -3.43054, 1.91026], [0.22095, -3.95954, 1.39126], [1.34795, -3.05254, 1.25426], [-1.59305, 0.22046, 2.60326], [-2.49705, 0.47346, 2.40526], [-1.50205, -0.04454, 3.48926], [1.01795, 2.95846, -1.46574], [1.61095, 2.69846, -2.16174], [1.11095, 2.31046, -0.74074], [-3.34505, 2.17846, -0.14474], [-2.52205, 1.85946, 0.22326], [-3.91805, 1.47046, 0.05026], [3.12595, 0.83146, -1.09974], [3.19095, 0.60546, -0.19874], [2.41095, 0.28846, -1.36874], [0.48795, 2.19646, 3.35826], [-0.12905, 2.64146, 3.93226], [1.30095, 2.65546, 3.47226], [0.11695, 4.03946, 0.87626], [0.39495, 4.03746, -0.04674], [-0.81605, 4.22346, 0.70126], [3.36895, 1.03246, 1.68626], [2.67195, 1.60746, 1.31926], [3.07995, 0.70246, 2.51026], [2.64295, -1.95554, 0.28026], [3.45295, -2.41554, 0.13526], [2.21695, -1.76554, -0.53474], [-3.26405, -3.79254, -0.66074], [-2.54205, -4.37454, -0.42474], [-3.35705, -3.25454, 0.13626], [-2.75205, -0.55754, 0.05726], [-3.10805, -1.00754, 0.83926], [-3.58805, -0.51954, -0.40274], [-2.18705, -1.79154, -2.44874], [-2.72805, -2.54454, -2.09774], [-2.52605, -1.57254, -3.30174], [-1.02705, 0.80746, -2.04074], [-1.25705, 0.77746, -2.95274], [-1.07805, 1.71546, -1.76574], [1.16595, -0.45654, 2.40526], [1.28895, -0.91454, 3.25626], [1.86795, -0.81254, 1.83526], [3.10095, 3.63446, 0.19126], [2.37595, 3.55246, -0.41974], [2.76695, 4.41746, 0.59726], [-2.58705, 3.49646, 2.34026], [-2.87205, 3.32646, 1.46326], [-2.52805, 4.45746, 2.37126]]
}



{
  "formula": "C2H6NS",
  "method": "ωB97M-V/def2-TZVPD",
  "s2": 0.751,
  "e_homo_ev": [4.41, -0.11],
  "total_charge": -2,
  "lumo_energy_ev": [7.03, 6.91],
  "spin_multiplicity": 2,
  "elements": ["S", "H", "C", "C", "N", "H", "H", "H", "H", "H"],
  "xyz": [[-2.37054, 0.46634, -1.01970], [-2.00165, 0.72639, -2.29169], [2.22989, -0.82268, -0.14059], [0.81435, 0.13298, 1.43068], [1.99014, -0.28709, 1.19894], [3.25150, -0.58963, -0.44796], [2.04708, -1.89913, -0.17126], [1.57389, -0.32310, -0.86967], [0.64806, 0.61737, 2.40326], [-0.06055, 0.05289, 0.76744]]
}



Number 1: E_tot -278357.0391 eV. Number 2: E_tot -34721.1187 eV. Number 3: E_tot -99121.2691 eV. Number 4: E_tot -14492.3096 eV.